The following is a DFT calculation (ωB97M-V with the def2-TZVPD basis set) of a cluster of 11 separate species, C52H61Cl12N3O4 in total in a non-equilibrium geometry.

The geometry in XYZ format:
```
132
Properties=species:S:1:pos:R:3:lowdin_charge:R:1
O 10.5586 -16.6136 -26.0465 0.07
C 11.1968 -17.6659 -25.9775 -0.26
C 10.4001 -18.9663 -25.9556 -0.12
C 9.0377 -18.9531 -26.2444 0.01
C 8.2437 -20.1943 -26.1399 -0.05
C 8.9082 -21.3777 -25.8610 -0.09
C 10.3259 -21.3788 -25.5844 0.01
C 11.0183 -20.1361 -25.6066 -0.11
C 12.4971 -20.2294 -25.1825 -0.18
O 13.0478 -21.3340 -24.8425 0.02
C 13.2987 -18.9682 -25.4981 -0.10
C 14.6450 -19.0211 -25.3245 -0.01
C 15.4475 -17.8658 -25.3538 -0.05
C 14.8314 -16.6889 -25.6419 -0.05
C 13.4258 -16.5868 -25.9600 0.01
C 12.6778 -17.7542 -25.8380 -0.09
H 8.5470 -18.0069 -26.4181 0.11
H 7.1817 -20.1376 -26.3273 0.07
H 8.2479 -22.2186 -25.7080 0.08
H 10.8656 -22.3093 -25.4885 0.10
H 15.0113 -19.9952 -25.0357 0.12
H 16.5205 -17.8786 -25.2323 0.11
H 15.4863 -15.8354 -25.7372 0.10
H 12.9755 -15.6638 -26.2942 0.04
O 14.4993 -20.4082 -32.1669 0.08
C 13.4100 -20.9196 -32.4531 -0.27
C 12.2473 -19.9538 -32.7099 -0.08
C 12.3901 -18.5867 -32.5137 0.00
C 11.3647 -17.7160 -32.8715 -0.07
C 10.1945 -18.1927 -33.3475 -0.09
C 10.0178 -19.5099 -33.6203 -0.01
C 11.0719 -20.4378 -33.3313 -0.07
C 10.8946 -21.8877 -33.6439 -0.25
O 9.9427 -22.2614 -34.3463 0.07
C 11.8939 -22.8633 -33.0842 -0.05
C 11.7240 -24.2542 -33.1131 0.00
C 12.7395 -25.1562 -32.6565 -0.04
C 13.9361 -24.7054 -32.1387 -0.09
C 14.1264 -23.3490 -32.0906 -0.02
C 13.1470 -22.3678 -32.4752 -0.04
H 13.4039 -18.3677 -32.2127 0.12
H 11.5484 -16.7079 -32.5303 0.10
H 9.3934 -17.4996 -33.5578 0.10
H 9.0955 -19.7968 -34.1034 0.09
H 10.7129 -24.5969 -33.2766 0.09
H 12.6470 -26.2302 -32.7229 0.11
H 14.6767 -25.3811 -31.7368 0.11
H 15.0079 -23.0033 -31.5711 0.10
C 13.6753 -25.8513 -28.5789 -0.14
C 14.3159 -25.3136 -27.3551 -0.26
C 14.0576 -23.7904 -27.1487 -0.15
C 14.3262 -22.8653 -28.2905 -0.21
N 14.5398 -22.1032 -29.1135 0.17
H 14.2097 -25.4900 -29.4575 0.06
H 12.6921 -25.3845 -28.6389 0.05
H 13.5429 -26.9290 -28.4840 0.08
H 15.3472 -25.5596 -27.6078 0.11
H 14.0514 -25.9054 -26.4788 0.11
H 14.6254 -23.3200 -26.3459 0.11
H 12.9860 -23.6401 -27.0174 0.10
C 6.8907 -18.3222 -32.8441 -0.13
C 5.4421 -18.3322 -32.3639 -0.28
C 4.5701 -19.5328 -32.6171 -0.15
C 5.2323 -20.6691 -31.8553 -0.17
N 5.6795 -21.6039 -31.3179 0.17
H 7.4824 -19.1206 -32.3965 0.04
H 7.2586 -17.3214 -32.6181 0.08
H 6.8022 -18.4299 -33.9252 0.05
H 5.0483 -17.4466 -32.8626 0.12
H 5.5979 -18.3449 -31.2852 0.09
H 4.7516 -19.7091 -33.6774 0.09
H 3.4994 -19.4698 -32.4228 0.12
C 3.8821 -12.2028 -28.3563 -0.11
C 5.3322 -12.2398 -28.8268 -0.26
C 5.7777 -13.5515 -29.5340 -0.21
C 5.6392 -14.6894 -28.7365 -0.29
N 5.4966 -15.6283 -28.1260 0.18
H 3.3057 -12.4495 -29.2480 0.07
H 3.6142 -11.1627 -28.1709 0.07
H 3.6242 -12.7802 -27.4685 0.08
H 5.9341 -12.1910 -27.9193 0.11
H 5.4939 -11.3592 -29.4486 0.11
H 6.6976 -13.3786 -30.0926 0.11
H 5.0238 -13.5567 -30.3213 0.12
Cl 8.4143 -25.2048 -31.2240 0.59
C 6.8413 -25.2958 -30.4881 -0.72
C 5.9806 -26.3341 -31.1396 -0.70
Cl 4.6180 -26.9822 -30.2438 0.57
H 6.3542 -24.3369 -30.6650 0.05
H 7.0058 -25.6288 -29.4633 0.00
H 6.5739 -27.2464 -31.0776 0.01
H 5.5589 -26.2953 -32.1440 0.07
Cl 9.1075 -22.8103 -28.8552 0.52
C 10.1402 -21.3303 -29.2079 -0.52
C 9.4208 -20.3464 -30.2587 -0.59
Cl 8.0294 -19.4754 -29.5324 0.58
H 10.9540 -21.7349 -29.8096 0.04
H 10.6127 -20.8686 -28.3408 0.06
H 9.0171 -20.8590 -31.1319 0.05
H 10.1587 -19.5991 -30.5504 0.05
Cl 7.5751 -28.5700 -28.7769 0.59
C 9.0234 -28.2301 -27.7618 -0.61
C 9.0880 -26.8071 -27.1936 -0.67
Cl 10.6514 -26.1900 -26.5884 0.57
H 9.9417 -28.1583 -28.3446 0.06
H 9.1670 -29.0058 -27.0096 0.07
H 8.3339 -26.6278 -26.4273 0.06
H 8.9542 -26.1140 -28.0241 0.02
Cl 4.5456 -21.3135 -26.9018 0.60
C 4.6772 -22.3610 -28.2830 -0.71
C 4.7453 -23.8252 -27.8706 -0.65
Cl 6.3052 -24.2691 -27.1833 0.59
H 5.6055 -22.0287 -28.7476 0.02
H 3.9297 -22.0659 -29.0195 0.07
H 4.5124 -24.4567 -28.7279 0.04
H 3.9928 -23.9187 -27.0875 0.06
Cl 6.7674 -20.5661 -35.9869 0.57
C 7.2738 -22.2389 -36.2934 -0.65
C 6.7102 -23.2422 -35.3528 -0.68
Cl 4.9653 -23.4518 -35.5491 0.54
H 8.3543 -22.2890 -36.1592 0.05
H 6.9852 -22.3368 -37.3400 0.07
H 6.8312 -23.0837 -34.2812 0.06
H 7.0955 -24.2587 -35.4327 0.07
Cl 9.1132 -15.4920 -29.2114 0.56
C 10.7066 -16.2824 -29.4374 -0.58
C 11.7161 -15.1173 -29.8234 -0.63
Cl 12.4255 -14.4116 -28.3488 0.60
H 10.6677 -16.9844 -30.2703 0.04
H 11.0567 -16.6925 -28.4901 0.04
H 11.3988 -14.2486 -30.4002 0.05
H 12.6728 -15.2855 -30.3181 0.05
```

Properties
multiplicity: 1
HOMO: -9.19 eV
total energy: -217840.7736 eV
SMILES: O=C1c2ccccc2C(=O)c2ccccc21.O=C1c2ccccc2C(=O)c2ccccc21.CCCC#N.CCCC#N.CCCC#N.ClCCCl.ClCCCl.ClCCCl.ClCCCl.ClCCCl.ClCCCl
frontier orbital gap: 0.2886 hartree